(1)
Computed, not measured: a molecular structure, C34H82CrN11O14, with ωB97M-V/def2-TZVPD.

energy	-4044.71623	Ha
HOMO energy (alpha / beta)	-7.94 / -7.90	eV
2S+1	4

CARTESIAN COORDINATES (ANGSTROEM)
Cr1 -0.53934 -0.07594 -0.17733
O1 0.20594 -1.42064 -1.34739
H1 0.46307 -2.36291 -1.32413
O2 -1.61251 1.19612 0.89740
H2 -1.96560 1.76166 1.61155
C1 2.33558 0.51243 1.54813
O3 1.07579 0.12221 1.21386
H3 3.10732 0.52625 0.77850
H4 2.41571 1.46720 2.06784
H5 2.76846 -0.20079 2.24958
C2 -5.10986 1.82611 1.86066
O4 -6.26504 1.48040 1.53736
N1 -4.82040 2.68334 2.87056
C3 -5.75544 3.43230 3.74502
C4 -3.45161 3.09205 3.12048
H6 -4.18945 1.63095 1.28887
H7 -5.55624 4.50299 3.69967
H8 -5.55700 3.18221 4.78721
H9 -6.81117 3.17493 3.65953
H10 -3.20422 3.17898 4.17847
H11 -2.70737 2.47465 2.61748
H12 -3.37799 4.12728 2.78733
C5 1.49747 -4.89610 -2.36525
O5 0.83519 -5.30111 -1.40968
N2 2.57011 -5.48183 -2.89139
C6 3.36173 -4.85957 -3.88890
C7 3.06521 -6.78671 -2.42070
H13 1.32300 -3.89340 -2.78519
H14 4.37263 -4.68514 -3.52044
H15 2.97007 -3.92330 -4.28652
H16 3.46222 -5.54975 -4.72654
H17 2.37417 -7.31105 -1.76068
H18 3.21636 -7.42762 -3.28932
H19 4.01234 -6.68891 -1.89017
C8 2.29413 -1.11215 -3.95054
O6 1.85304 -1.62448 -4.98123
N3 2.53112 0.19182 -3.80655
C9 2.45866 1.22427 -4.86475
C10 3.07301 0.57914 -2.53944
H20 2.36227 -1.58921 -2.96060
H21 3.40602 1.74543 -5.00258
H22 1.72949 1.94852 -4.50159
H23 2.16203 0.69345 -5.76936
H24 4.11004 0.24359 -2.53106
H25 3.12842 1.64321 -2.30972
H26 2.52175 0.13952 -1.70820
C11 -2.10122 -2.31844 1.71559
O7 -1.40693 -1.56109 0.99941
N4 -2.69277 -3.43977 1.22678
C12 -2.73662 -3.73505 -0.24891
C13 -3.58822 -4.27759 2.03673
H27 -2.38505 -2.22605 2.77536
H28 -3.66862 -3.45691 -0.74096
H29 -2.79849 -4.81702 -0.36555
H30 -1.95745 -3.23451 -0.82375
H31 -3.40826 -4.17352 3.10672
H32 -4.64702 -4.08046 1.86891
H33 -3.38610 -5.31369 1.76515
C14 -3.19702 3.68452 -2.67523
O8 -3.06590 2.84251 -3.59001
N5 -3.19721 5.06299 -2.78424
C15 -2.99709 5.83707 -3.97577
C16 -3.41157 5.85220 -1.53763
H34 -3.39445 3.36451 -1.64043
H35 -1.98159 6.22781 -4.04043
H36 -3.75541 6.61688 -4.04604
H37 -3.10601 5.28056 -4.90664
H38 -3.68625 5.36056 -0.60439
H39 -2.58159 6.55449 -1.46007
H40 -4.28782 6.49126 -1.64667
C17 -0.45447 -0.32911 6.70601
O9 -1.26824 0.34931 7.38697
N6 -0.24601 -0.31424 5.36968
C18 -0.89156 0.57648 4.43065
C19 0.87166 -1.03485 4.79499
H41 0.16154 -1.16237 7.07806
H42 -0.74728 0.33479 3.37763
H43 -0.42673 1.54764 4.60058
H44 -1.96214 0.64434 4.62398
H45 1.56460 -1.53969 5.46810
H46 0.48814 -1.70418 4.02493
H47 1.50805 -0.28581 4.32376
C20 -3.16337 -0.90674 -2.21420
O10 -2.39392 -0.54160 -1.28302
N7 -4.45446 -1.04632 -2.01034
C21 -5.25567 -1.69756 -3.12286
C22 -5.07273 -0.98205 -0.65033
H48 -2.83245 -1.16524 -3.23198
H49 -6.15312 -1.09928 -3.28020
H50 -5.50602 -2.71012 -2.80642
H51 -4.80479 -1.62788 -4.11279
H52 -5.31277 -1.98855 -0.30763
H53 -4.41995 -0.62026 0.14408
H54 -6.03242 -0.47040 -0.57751
C23 6.54736 -2.33817 -1.56890
O11 6.29058 -2.99938 -2.60778
N8 5.79250 -2.10247 -0.45634
C24 4.37531 -2.56305 -0.32696
C25 6.43769 -1.33850 0.69335
H55 7.57318 -1.96915 -1.41490
H56 4.26726 -3.23382 0.52538
H57 3.98346 -3.19107 -1.12704
H58 3.70696 -1.70364 -0.27383
H59 7.38934 -0.83301 0.52917
H60 5.73672 -0.69420 1.22402
H61 6.54401 -2.08797 1.47764
C26 -0.23097 2.11992 -2.64607
O12 -0.22942 1.27850 -1.77476
N9 0.47693 3.24812 -2.62393
C27 1.46494 3.50514 -1.56131
C28 0.51366 4.16359 -3.75411
H62 -0.77413 1.96899 -3.59181
H63 2.28921 3.94456 -2.12307
H64 1.82687 2.67220 -0.95855
H65 1.20373 4.31208 -0.87668
H66 0.14554 5.05832 -3.25207
H67 1.56639 4.19213 -4.03525
H68 -0.22181 4.01497 -4.54475
C29 2.11069 5.37931 2.53659
O13 2.87464 6.33144 2.27057
N10 0.78501 5.33631 2.10710
C30 0.12175 6.34918 1.32689
C31 -0.09304 4.19154 2.37723
H69 2.39948 4.53413 3.18038
H70 -0.24230 5.99763 0.36149
H71 0.83787 7.13682 1.09259
H72 -0.62907 6.70556 2.03213
H73 -1.02278 4.45654 2.88067
H74 -0.35006 3.66416 1.45859
H75 0.27924 3.39373 3.01989
C32 2.83440 -4.32352 3.81142
O14 3.79839 -4.79158 4.48322
N11 2.55514 -4.62084 2.54252
C33 1.47953 -3.92298 1.83370
C34 3.36830 -5.56240 1.74027
H76 2.15927 -3.54039 4.18972
H77 0.80605 -3.24146 2.35339
H78 0.81264 -4.56080 1.25357
H79 1.91210 -3.37376 0.99744
H80 4.19830 -5.98255 2.30832
H81 2.65337 -6.30275 1.38129
H82 3.77946 -5.03537 0.87929

---

(2)
Computed, not measured: 8 unconnected molecules or ions with the total composition C34H83N8O12P, with ωB97M-V/def2-TZVPD.

energy	-3027.49271	Ha
HOMO energy	-8.89	eV
2S+1	1
SMILES string	O=C(Oc1ccncc1)OP(O)O.COC[C@@H](C)N.COC[C@@H](C)N.COC[C@@H](C)N.COC[C@@H](C)N.COC[C@@H](C)N.COC[C@@H](C)N.COC[C@@H](C)N

CARTESIAN COORDINATES (ANGSTROEM)
O1 -3.41304 -9.48728 3.32886
C1 -3.08852 -8.56555 2.64545
O2 -2.92224 -7.30237 3.14222
C2 -1.69872 -6.71236 2.86511
C3 -0.59283 -7.04604 3.62556
C4 0.60522 -6.40983 3.32768
N1 0.75369 -5.52066 2.35020
C5 -0.33172 -5.21552 1.64404
C6 -1.58375 -5.77529 1.85882
O3 -2.91171 -8.57917 1.31330
P1 -1.95931 -9.79686 0.58137
O4 -0.80517 -9.91625 1.73866
O5 -2.76590 -11.11959 0.96328
H1 -0.65524 -7.77570 4.42062
H2 1.48561 -6.63720 3.91660
H3 -0.20613 -4.48410 0.85383
H4 -2.43424 -5.48896 1.25796
H5 -0.22154 -9.14307 1.72285
H6 -2.81998 -11.26570 1.92031
C7 2.02956 -1.91792 1.65756
O6 2.05508 -2.02957 0.24574
C8 3.30225 -1.82328 -0.38122
C9 4.23425 -3.03856 -0.39699
C10 4.90846 -3.31814 0.94264
N2 3.56302 -4.25982 -0.85028
H7 2.73045 -1.15783 2.01455
H8 2.23987 -2.86744 2.15227
H9 1.01798 -1.61687 1.93527
H10 3.06089 -1.56492 -1.41490
H11 3.80609 -0.94854 0.05483
H12 5.01830 -2.80681 -1.12532
H13 4.22031 -3.79283 1.64298
H14 5.74971 -3.99651 0.80282
H15 5.28231 -2.39914 1.39848
H16 3.20592 -4.12031 -1.79107
H17 2.73834 -4.39846 -0.27159
C11 -0.61623 0.50028 6.21441
O7 0.54643 -0.09329 6.76409
C12 0.48929 -1.49698 6.92161
C13 0.77319 -2.25466 5.61673
C14 -0.38695 -2.23438 4.62436
N3 1.97498 -1.75425 4.94568
H18 -1.52850 0.01321 6.57109
H19 -0.58833 0.47844 5.12430
H20 -0.63239 1.54425 6.52574
H21 1.26582 -1.74522 7.64931
H22 -0.47500 -1.79990 7.35133
H23 0.95006 -3.30237 5.88032
H24 -0.46247 -1.27545 4.11243
H25 -0.23229 -2.99796 3.86074
H26 -1.33942 -2.43436 5.11869
H27 2.78597 -1.89815 5.53980
H28 1.88925 -0.74402 4.86996
C15 0.08484 -0.95151 -1.83468
O8 -0.86293 -0.05015 -2.38230
C16 -0.79880 1.26510 -1.86329
C17 0.29898 2.14011 -2.48256
C18 1.70890 1.81426 -1.99317
N4 0.28831 2.10296 -3.94747
H29 0.27712 -0.74609 -0.78210
H30 1.02886 -0.92149 -2.38409
H31 -0.32264 -1.95961 -1.92507
H32 -1.77099 1.71167 -2.08861
H33 -0.70392 1.23364 -0.76914
H34 0.07410 3.16736 -2.17888
H35 2.10686 0.91464 -2.46533
H36 2.38437 2.63424 -2.23954
H37 1.73062 1.66763 -0.91084
H38 -0.60684 2.43746 -4.29132
H39 0.32732 1.12873 -4.23569
C19 -0.08834 2.16510 2.81398
O9 -1.04624 2.85623 3.59065
C20 -0.57088 4.01024 4.25544
C21 -0.49223 5.26051 3.37130
C22 0.68935 5.26452 2.40510
N5 -1.72017 5.47838 2.60312
H40 0.90571 2.20259 3.27156
H41 -0.02856 2.55460 1.79480
H42 -0.40462 1.12267 2.75238
H43 -1.29282 4.19746 5.05488
H44 0.39839 3.80663 4.73085
H45 -0.36587 6.11163 4.04738
H46 0.50928 4.61258 1.55008
H47 0.84783 6.26992 2.01597
H48 1.60848 4.94129 2.89722
H49 -2.50698 5.59766 3.23441
H50 -1.92660 4.61783 2.10051
C23 -5.75072 1.66424 -2.10347
O10 -4.60700 0.90734 -1.76337
C24 -4.78481 -0.49565 -1.74096
C25 -4.68070 -1.18193 -3.10997
C26 -5.90906 -0.99070 -3.99447
N6 -3.48473 -0.76768 -3.84216
H51 -6.66327 1.20024 -1.71594
H52 -5.85030 1.79595 -3.18402
H53 -5.63664 2.64764 -1.64804
H54 -3.97589 -0.87471 -1.11088
H55 -5.73399 -0.74632 -1.24639
H56 -4.58635 -2.25378 -2.90597
H57 -5.92633 0.00296 -4.44263
H58 -5.89480 -1.71215 -4.81063
H59 -6.83465 -1.13036 -3.43200
H60 -2.66302 -0.98704 -3.28571
H61 -3.48757 0.24815 -3.87787
C27 3.15538 -1.23403 -4.61347
O11 3.96080 -0.72194 -3.56837
C28 5.33074 -0.55398 -3.87397
C29 5.66587 0.74261 -4.62091
C30 5.28194 0.72471 -6.09704
N7 5.07621 1.92679 -3.99284
H62 3.70769 -1.95506 -5.22344
H63 2.76668 -0.44100 -5.25679
H64 2.30727 -1.74198 -4.15205
H65 5.83943 -0.52848 -2.90609
H66 5.70658 -1.43153 -4.41761
H67 6.75365 0.85053 -4.56340
H68 4.21080 0.87406 -6.23299
H69 5.78894 1.53292 -6.62231
H70 5.56164 -0.21843 -6.57061
H71 5.41894 2.01769 -3.04116
H72 4.07504 1.77637 -3.89662
C31 -0.44962 8.63618 -2.86395
O12 -0.79386 8.48108 -1.50218
C32 -2.17051 8.30171 -1.23540
C33 -2.67877 6.86455 -1.40490
C34 -2.84543 6.43531 -2.85984
N8 -1.83918 5.88890 -0.70834
H73 -1.22439 9.18469 -3.40908
H74 -0.27951 7.67605 -3.35776
H75 0.47698 9.20807 -2.90189
H76 -2.29994 8.58526 -0.18814
H77 -2.76469 8.99965 -1.84184
H78 -3.66848 6.83484 -0.93775
H79 -1.88532 6.19787 -3.31847
H80 -3.45999 5.53706 -2.91443
H81 -3.32693 7.21412 -3.45462
H82 -1.81644 6.11061 0.28542
H83 -0.88230 6.03305 -1.02132

---

(3)
Computed, not measured: 8 unconnected molecules or ions with the total composition C34H85N6O11S, with ωB97M-V/def2-TZVPD.

energy	-2900.64019	Ha
HOMO energy	-4.39	eV
charge	-1
2S+1	1

CARTESIAN COORDINATES (ANGSTROEM)
O1 -0.28952 0.14048 -0.12066
H1 -0.54136 0.46496 0.74702
H2 0.52911 0.58740 -0.34808
H3 -1.01633 0.34823 -0.71242
S1 -1.27902 2.26753 2.62788
O2 -0.69642 2.50197 3.93394
O3 -0.79588 1.04274 1.98549
O4 -2.72646 2.31305 2.68600
O5 -0.77943 3.38361 1.84408
C1 -3.25010 -1.88884 -1.23427
C2 -2.88846 -0.78350 -2.28391
C3 -4.13705 -0.36736 -3.12717
O6 -3.75115 0.74344 -4.02701
C4 -4.90171 1.17571 -4.66683
N1 -2.49339 0.40680 -1.60671
H4 -4.22677 -1.65353 -0.81135
H5 -2.52050 -2.23892 -0.50406
H6 -3.52462 -2.73133 -1.86907
H7 -2.09046 -1.08305 -2.96331
H8 -5.02288 -0.13123 -2.53757
H9 -4.46935 -1.15880 -3.79895
H10 -5.48157 0.37919 -5.13310
H11 -4.64121 1.92014 -5.41921
H12 -5.67676 1.63959 -4.05673
H13 -3.23805 0.60869 -0.95494
H14 -2.58414 1.02969 -2.39657
C5 -4.63872 -1.98629 4.45081
C6 -3.86297 -0.98322 3.59329
C7 -3.34764 -1.59710 2.25100
O7 -2.64631 -2.81324 2.34484
C8 -1.23069 -2.79352 2.71056
N2 -4.51335 0.25117 3.13607
H15 -4.89219 -1.50083 5.39326
H16 -4.11015 -2.93311 4.56145
H17 -5.53841 -2.28643 3.91362
H18 -2.99940 -0.83087 4.24071
H19 -2.78442 -0.90672 1.62310
H20 -4.15156 -1.89029 1.57584
H21 -0.85581 -1.84584 2.32395
H22 -0.59155 -3.55734 2.26764
H23 -1.04414 -2.61720 3.76990
H24 -3.95713 1.05108 2.86989
H25 -5.28007 0.57423 3.70866
C9 0.32695 0.85775 -3.55152
C10 1.52013 1.67139 -3.07093
C11 1.61766 3.01934 -3.80814
O8 2.85093 3.71043 -3.58334
C12 2.77606 5.12376 -3.93266
N3 1.31229 1.78607 -1.57225
H26 0.23100 -0.01871 -2.91065
H27 0.37549 0.49279 -4.57745
H28 -0.58875 1.44089 -3.45387
H29 2.44807 1.15118 -3.30846
H30 0.73380 3.59650 -3.53650
H31 1.55096 2.82088 -4.87785
H32 2.18714 5.34650 -4.82243
H33 3.79233 5.51758 -3.94730
H34 2.41064 5.70250 -3.08435
H35 0.45869 2.31744 -1.47685
H36 2.04444 2.42957 -1.30777
C13 -2.66565 3.81510 -2.59226
C14 -1.72095 4.25015 -1.49134
C15 -2.49978 5.19252 -0.59476
O9 -2.30937 6.50845 -1.16303
C16 -3.08864 7.55005 -0.58187
N4 -1.26950 3.03345 -0.79640
H37 -2.99026 4.67924 -3.17191
H38 -3.59671 3.35493 -2.26138
H39 -2.28575 3.04306 -3.26138
H40 -0.85910 4.77202 -1.90723
H41 -1.96305 5.24802 0.35231
H42 -3.54561 4.90351 -0.49076
H43 -4.16438 7.42049 -0.70054
H44 -2.84543 8.44704 -1.15140
H45 -2.85466 7.71266 0.47023
H46 -2.14561 2.57304 -0.59499
H47 -0.86872 3.26176 0.10213
C17 2.83343 2.17732 2.09889
C18 3.45713 0.81829 2.09376
C19 4.91528 0.99811 2.74692
C20 4.88994 1.11131 4.25254
C21 4.19838 -0.15036 4.80387
C22 2.76115 -0.51263 4.17724
N5 2.74959 -0.35346 2.75814
O10 1.47183 -0.62704 2.25171
C23 2.64327 -2.04939 4.52136
C24 1.65957 0.25119 4.92028
C25 3.67713 0.40546 0.57876
H48 3.31384 2.83392 1.37351
H49 2.95011 2.66990 3.06422
H50 1.78784 2.15500 1.79174
H51 5.52800 0.13599 2.48341
H52 5.50675 1.84823 2.40695
H53 4.52049 2.08083 4.58667
H54 5.89250 1.07659 4.67885
H55 4.07188 0.09919 5.85735
H56 4.84447 -1.01381 4.96238
H57 3.42345 -2.61677 4.01391
H58 2.68592 -2.37882 5.55951
H59 1.71476 -2.47468 4.14046
H60 1.43013 -0.07310 5.93532
H61 1.81483 1.32891 4.97046
H62 0.65200 0.24205 4.50455
H63 2.90556 -0.23544 0.15212
H64 4.58116 -0.20315 0.59883
H65 3.87052 1.20723 -0.13389
H66 0.93420 0.14242 2.45288
C26 2.75735 -1.81702 -2.14108
C27 1.95611 -3.09990 -2.12929
C28 2.92614 -4.12775 -2.70119
C29 2.34370 -5.53731 -2.66218
C30 1.97568 -5.91059 -1.19911
C31 1.16461 -4.85455 -0.36678
N6 1.58151 -3.45216 -0.74457
O11 0.73681 -2.52532 -0.16257
C32 -0.34541 -5.15835 -0.53685
C33 1.61766 -5.15629 1.05899
C34 0.62235 -2.88434 -3.02882
H67 3.62482 -2.05367 -1.52498
H68 3.11719 -1.59013 -3.14464
H69 2.13469 -1.05779 -1.66780
H70 3.28796 -3.82361 -3.68337
H71 3.80725 -4.26822 -2.07510
H72 1.43855 -5.47157 -3.26591
H73 2.99163 -6.25042 -3.17185
H74 2.91565 -6.12771 -0.69174
H75 1.35273 -6.80053 -1.28873
H76 -0.51245 -6.15366 -0.12508
H77 -0.67291 -5.18782 -1.57606
H78 -0.95974 -4.41065 -0.03520
H79 2.69827 -5.02664 1.11886
H80 1.20379 -6.12171 1.35017
H81 1.17304 -4.34236 1.63165
H82 0.06564 -3.73691 -3.41778
H83 -0.16875 -2.37596 -2.47763
H84 0.82924 -2.27289 -3.90712
H85 1.21507 -2.27995 0.63282

---

2S+1 of number 1 (C34H82CrN11O14)?
4

---

Which formula does entry 2 have?
C34H83N8O12P